Computed, not measured: C9H21N5O7PmS2 as an isolated structure at a distorted geometry, with ωB97M-V/def2-TZVPD.

Output
- expectation value of S² = 6.00
- calculated total energy (eV) = -69675.8750
- charge = +1
- energy above the lowest of the compared OMol25 structures with the same formula, charge and spin (eV) = 0.498
- HOMO level (spin up / spin down) (hartree) = -0.4597 / -0.4610
- largest force on an atom (eV/Å) = 2.23
- spin multiplicity = 5
- LUMO level (spin up / spin down) (eV) = -2.68 / -2.66

Cartesian coordinates (Å):
Pm1 0.405 -0.600 -0.805
C1 -2.707 1.561 4.502
C2 -3.666 0.882 3.523
C3 -2.978 -0.091 2.568
S1 -1.769 0.716 1.510
O1 -0.927 -0.458 0.980
C4 -2.848 1.116 0.110
C5 -2.346 2.329 -0.675
C6 -0.933 2.190 -1.263
H1 -3.260 2.134 5.246
H2 -2.023 2.246 3.997
H3 -2.108 0.817 5.033
H4 -4.219 1.635 2.951
H5 -4.407 0.308 4.082
H6 -3.677 -0.611 1.911
H7 -2.381 -0.829 3.106
H8 -3.851 1.286 0.504
H9 -2.844 0.207 -0.492
H10 -2.364 3.203 -0.020
H11 -3.055 2.522 -1.480
H12 -0.188 2.167 -0.465
H13 -0.706 3.056 -1.879
H14 -0.865 1.322 -1.925
O2 1.362 0.856 0.651
N1 2.286 0.018 0.838
O3 3.364 0.350 1.291
O4 2.040 -1.207 0.501
C7 -1.565 -3.690 -2.984
S2 -0.765 -2.444 -2.069
O5 0.518 -2.061 -2.687
O6 -0.497 -2.867 -0.687
O7 -1.591 -1.214 -2.016
H15 -0.869 -4.524 -3.067
H16 -1.806 -3.274 -3.961
H17 -2.462 -3.977 -2.437
N2 6.743 -0.624 -2.202
C8 5.618 -0.356 -1.529
N3 5.650 -0.338 -0.197
N4 4.549 -0.116 -2.257
C9 3.335 0.162 -1.977
N5 2.191 0.406 -1.931
H18 7.605 -0.838 -1.735
H19 6.714 -0.624 -3.206
H20 6.500 -0.529 0.303
H21 4.800 -0.220 0.340

These are the natural (NBO) partial charges, in e, on atoms 1 to 4: number 1, Pm, carries 1.739; number 2, C, carries -0.617; number 3, C, carries -0.415; number 4, C, carries -0.576

---

Computed, not measured: C9H21N9OOsPSi as an isolated structure, with ωB97M-V/def2-TZVPD.

Output
- calculated total energy (eV) = -44758.5477
- charge = +1
- energy above the lowest of the compared OMol25 structures with the same formula, charge and spin (eV) = 0.000
- HOMO level (spin up / spin down) (hartree) = -0.4505 / -0.4505
- largest force on an atom (eV/Å) = 0.46
- spin multiplicity = 1
- LUMO level (spin up / spin down) (eV) = -5.16 / -5.16

Cartesian coordinates (Å):
Os1 1.283 0.036 -0.177
N1 3.168 -0.438 2.570
C1 3.782 -0.442 1.362
N2 5.052 -0.603 1.157
N3 5.203 -0.530 -0.207
N4 4.115 -0.334 -0.804
N5 3.121 -0.257 0.163
C2 1.812 -0.367 2.743
N6 1.168 -0.458 3.883
N7 -0.133 -0.364 3.550
N8 -0.293 -0.227 2.287
N9 0.951 -0.225 1.727
H1 3.743 -0.573 3.390
C3 -1.149 1.631 -2.625
Si1 -0.767 2.444 -0.988
C4 -0.588 4.284 -1.203
C5 -1.970 2.012 0.363
C6 1.045 1.956 -0.420
H2 -2.213 1.738 -2.848
H3 -0.914 0.567 -2.664
H4 -0.600 2.125 -3.429
H5 -1.534 4.693 -1.569
H6 0.186 4.536 -1.929
H7 -0.356 4.779 -0.259
H8 -2.992 2.010 -0.024
H9 -1.923 2.762 1.154
H10 -1.773 1.045 0.829
H11 1.188 2.530 0.502
H12 1.718 2.306 -1.216
C7 -2.835 -1.705 -0.068
P1 -1.179 -2.238 -0.436
C8 -0.552 -3.221 0.911
C9 -1.160 -3.210 -1.930
O1 -0.323 -0.963 -0.673
H13 -3.494 -2.572 0.009
H14 -3.195 -1.049 -0.861
H15 -2.829 -1.165 0.879
H16 -1.206 -4.080 1.065
H17 -0.536 -2.615 1.817
H18 0.451 -3.582 0.680
H19 -1.775 -4.101 -1.796
H20 -0.138 -3.513 -2.158
H21 -1.556 -2.623 -2.758

These are the natural (NBO) partial charges, in e, on atoms 1 to 4: number 1, Os, carries 1.356; number 2, N, carries -0.557; number 3, C, carries 0.497; number 4, N, carries -0.327

---

Computed, not measured: an isolated ion of composition C9H21NP and charge +1 at a distorted geometry, with ωB97M-V/def2-TZVPD.

Output
- calculated total energy (eV) = -20439.9096
- charge = +1
- energy above the lowest of the compared OMol25 structures with the same formula, charge and spin (eV) = 5.088
- HOMO level (spin up / spin down) (hartree) = -0.4399 / -0.4416
- largest force on an atom (eV/Å) = 4.68
- spin multiplicity = 1
- LUMO level (spin up / spin down) (eV) = -3.83 / -4.51

Cartesian coordinates (Å):
C1 0.350 -0.836 0.714
C2 -1.488 0.485 -0.487
C3 0.392 -0.278 2.087
C4 -1.055 0.969 -1.796
C5 2.426 1.570 -0.609
C6 -0.956 -1.801 -1.046
C7 -2.012 -1.335 1.073
C8 1.557 -0.853 -0.124
C9 2.720 0.222 0.210
N1 -1.010 -0.829 0.014
P1 -1.994 1.712 0.795
H1 0.082 0.786 2.101
H2 1.402 -0.313 2.573
H3 -0.117 -0.861 2.825
H4 -0.736 2.092 -1.561
H5 -1.822 1.132 -2.639
H6 -0.209 0.580 -2.470
H7 3.182 2.268 -0.470
H8 1.530 2.109 -0.342
H9 2.699 1.255 -1.772
H10 -0.415 -1.388 -1.867
H11 -0.540 -2.750 -0.807
H12 -1.911 -2.107 -1.568
H13 -2.071 -0.570 1.824
H14 -2.964 -1.346 0.608
H15 -1.647 -2.183 1.515
H16 2.171 -1.768 0.158
H17 1.401 -0.772 -1.203
H18 2.976 0.416 1.245
H19 3.665 -0.203 -0.227
H20 -3.442 1.583 0.962
H21 -2.164 3.014 0.283

These are the natural (NBO) partial charges, in e, on atoms 1 to 4: number 1, C, carries 0.338; number 2, C, carries -0.050; number 3, C, carries -0.754; number 4, C, carries -0.768